1.
The following is a quantum chemistry calculation of a structure of composition C26H39N8O3SV in a non-equilibrium geometry, from the Open Molecules 2025 dataset.

ORCA input file:
```
! RIJCOSX wB97M-V def2-TZVPD def2/J DEFGRID3
* xyz 2 3
C 2.55388 1.63903 3.90100
H -2.95173 -2.60856 -0.28530
C 0.19582 -3.72738 -1.19480
C -3.62974 1.04241 0.37040
H 2.30358 -2.78287 1.29956
C -4.40991 2.90452 1.72799
H -1.54641 -3.24530 -2.28184
C 3.79513 1.55454 4.54113
N -0.85360 -1.46662 -1.44192
H -2.01328 2.86763 2.81378
H 1.57426 -4.58852 0.16920
N 4.82357 -0.22380 -2.53162
H 3.77423 1.15519 -5.88166
C 2.36156 -0.82687 -5.15494
H 1.53232 -0.11564 -5.13529
N -1.30769 -1.77500 1.57140
H 5.74546 0.70770 4.53994
C 3.36806 0.08379 2.23352
H 4.07670 0.55089 -0.73649
H 3.20102 -0.44460 1.30266
H -0.11698 -1.28957 -2.12935
H 1.21566 -1.70330 0.79785
H 5.85158 -1.18170 -4.09537
H -0.83980 -1.71418 2.47378
H 0.07015 3.52017 -2.03739
C 6.06624 -0.61859 -3.19279
C -2.11092 2.14449 2.00850
C -2.07946 -3.26390 -0.22087
H 5.82460 0.71473 -0.97821
N 3.51692 -0.31120 -4.43368
H 2.03496 -1.76530 -4.71765
O -2.69426 0.16253 0.00983
H 5.38499 -0.59307 2.45949
H 6.68834 0.24252 -3.43890
H -0.49266 -5.05976 1.18824
O 0.84287 0.02594 1.07661
C 4.79178 0.75539 4.03213
C 3.62078 -0.42417 -3.10062
C -1.47786 -3.19304 1.18028
S 2.24425 -0.80600 -2.15841
H -6.86344 1.78883 -0.29451
H 0.27038 -3.93006 2.26962
N 1.69783 -2.57125 0.50384
H -2.44403 -4.28006 -0.38408
C -5.65144 2.82663 1.13939
C 4.58765 0.01647 2.86287
N 0.06490 1.66056 2.44508
H 0.92417 -3.44204 -1.95658
H 0.83093 2.44259 3.90044
C 2.32531 0.87653 2.73904
H -4.21624 3.64871 2.49030
H -2.18150 -3.66205 1.87416
H 5.10213 -0.01086 -5.81997
V -0.87236 0.05112 0.18780
C -4.89652 0.97107 -0.21163
C 4.39511 0.55760 -5.21462
N -1.07003 1.43731 1.69912
C -0.39734 1.68578 -1.01259
H 3.94306 2.13970 5.43796
H -5.08835 0.21303 -0.95892
H 5.14081 -0.86053 -0.54396
H 4.93924 1.22836 -4.55577
C 4.96574 0.05786 -1.11409
H 2.65507 -0.99937 -6.18857
H 6.62394 -1.26402 -2.51302
H 2.28821 -2.27458 -0.30215
C -0.18494 -4.01560 1.27854
C 0.84837 -3.77515 0.18216
C -3.37602 2.02912 1.35407
H -0.07711 -4.76444 -1.40872
C -1.09435 -2.92808 -1.33728
H -2.24110 -1.39862 1.73641
N -0.14462 2.66029 -1.56607
C 1.03466 0.88269 2.05622
H -1.69890 -1.06069 -1.84732
C -5.88790 1.85708 0.16787
O 1.64438 2.45034 4.44197
H -6.43754 3.50739 1.43178
*
```

Highest occupied orbital energy (alpha / beta), Ha: -0.4681 / -0.4701
<S²>: 2.015
Frontier orbital gap (alpha / beta), hartree: 0.2575 / 0.2589
F_max, hartree/bohr: 0.0234

***

2.
The following is a quantum chemistry calculation of a structure of composition C44H61BrN6O2Sr in a non-equilibrium geometry, from the Open Molecules 2025 dataset.

ORCA input file:
```
! RIJCOSX wB97M-V def2-TZVPD def2/J DEFGRID3
* xyz 0 1
H -3.18772 -1.97094 1.79318
H -0.30278 -0.97348 5.65112
H 1.63298 0.84305 -4.74676
C 0.11920 -1.69794 -2.87715
C 0.86693 -3.73253 -4.66406
H -1.54243 3.70380 -1.56389
H 4.82823 1.29109 -0.24813
C 2.56655 0.34857 -4.47599
C 0.88853 -0.29290 4.02919
C 2.38995 -0.55662 -3.25417
H -3.75538 0.27296 2.78867
C -1.24462 4.70115 0.65896
H 0.12186 0.94491 2.56851
C 1.38083 -1.66514 -3.51164
H 2.01325 0.06016 -2.43759
H -3.12458 -1.50020 -3.95636
H -1.83192 -2.24929 -0.52621
H 1.91359 5.01802 -0.78737
N -0.22965 -0.67958 -1.94221
H -2.92200 0.53877 -0.34613
H -1.78575 6.75691 0.47178
H 0.34021 5.04677 -1.59269
C -1.73621 3.38871 0.77310
H -0.83416 -0.17570 -4.51065
H -2.59574 -3.76868 -3.03946
H 0.31697 -3.10826 4.93198
C -0.76803 -2.75746 -3.15903
C 6.84722 0.63996 0.14580
H -2.49806 -2.28876 5.39961
C 0.88857 4.64186 -0.73922
N -3.01114 -2.92146 2.10139
C 5.46990 0.48990 0.09479
C -2.16761 -2.88202 -2.56665
C 1.72737 -2.68185 -4.39995
N -1.05558 -1.87828 3.88677
C -3.72774 1.78446 1.25135
H -4.73366 2.02546 1.59763
H 3.65737 -1.82994 -2.00169
O 2.66634 0.14191 0.36278
C 3.40824 -0.89112 0.45181
C 4.89454 -0.70908 0.49453
C -1.47772 1.83981 -4.35671
H -2.80306 1.69695 3.23161
H 1.15319 -4.52018 -5.35104
O 2.94254 -2.07217 0.52954
C -0.65294 0.50750 -2.46616
C -3.11074 -1.72138 -2.88742
H 2.69356 -2.65016 -4.89261
H 1.25554 0.49211 4.69506
C 3.74938 -1.12822 -2.83350
C -3.23758 -3.05187 3.54587
C -1.39310 2.85055 -2.20822
C -3.52735 5.52334 0.66425
C 7.05654 -1.57497 1.02284
H 1.67899 0.54829 2.34508
H 4.42327 -0.32320 -2.53002
H 1.61706 -1.10458 4.07184
H 3.31368 1.12046 -4.27191
C 0.23695 5.05249 0.58700
H 7.30570 1.56515 -0.17799
H -4.12957 -1.98280 -2.58468
H 1.23731 3.48245 1.72895
C 7.65099 -0.39250 0.61629
H -5.04257 4.04673 0.97795
H -4.47247 -0.01501 0.29808
H 0.16248 0.82739 0.02943
H -2.82133 -0.81424 -2.36101
H -1.11078 -3.22231 1.72032
H -2.08560 3.88274 -3.95150
C -0.51695 1.61637 -0.23071
C -0.36730 -3.76240 -4.03672
H -2.14186 0.51908 2.09371
C -2.16108 5.74566 0.58733
C -0.87061 1.66733 -1.65082
H -4.22664 6.34801 0.60044
C -2.43617 -2.02816 4.32794
H -2.97138 -4.06710 3.84304
H 0.56823 4.78239 2.72490
C -0.44521 -0.74941 4.58042
H -1.00166 -3.94250 4.12506
H -2.91697 -1.05327 4.21237
H 0.26237 6.14298 0.62952
H -1.71453 1.89157 -5.41442
H 2.90859 -0.23343 -5.33678
C -0.97464 0.66896 -3.84772
H -4.28221 -2.90759 3.83771
H -1.05415 -4.57633 -4.24646
H 1.51022 -2.82223 2.85257
H 0.06823 -4.03352 0.93596
H 0.94424 -4.47358 2.95016
H -3.63123 -3.52688 1.57879
C -3.88798 0.87279 0.03188
C 0.60954 -3.44230 2.83450
C -2.15595 -3.14481 -1.06030
H 5.22485 -2.68545 1.25112
H -1.49205 -3.97516 -0.80457
H 4.22808 -1.66153 -3.65889
Br 8.14285 -2.98191 1.67693
C 5.68642 -1.75209 0.95885
H 0.92719 3.55856 -0.85013
H 2.03760 5.05820 1.77867
H -3.16021 -3.39642 -0.70539
C 1.06612 4.55866 1.77855
C -0.29451 -3.11863 4.01827
C -3.97894 4.23097 0.86505
C -3.05785 1.02639 2.40565
N -0.10177 -3.24478 1.55138
H 8.72574 -0.28018 0.66803
N 0.78170 0.16775 2.63800
C -1.69797 2.95942 -3.54197
N -0.81394 2.31960 0.78981
H -4.40113 1.38380 -0.78508
H -1.14520 0.08903 4.52100
Sr 0.81860 -1.18303 0.28331
C -3.10669 3.14563 0.94177
*
```

Highest occupied orbital energy, Ha: -0.2466
Frontier orbital gap, hartree: 0.2579
F_max, hartree/bohr: 0.0511

***

Molecular weight? In order: 594.66; 873.54 g/mol.
Energy above the lowest of the compared OMol25 structures with the same formula, charge and spin? In order: 0.0; 34.8 kcal/mol.